# 1
The following is a quantum chemistry calculation of a structure of composition C3H4IrLiO3 in a non-equilibrium geometry, from the Open Molecules 2025 dataset.

```
12
C3H4IrLiO3 (ωB97M-V with the def2-TZVPD basis set)
O -0.235 1.545 -0.113
C 0.385 0.492 0.207
C -1.915 0.701 -0.055
O 1.300 0.083 0.942
O -0.060 -0.481 -0.601
C -1.469 -0.682 -0.169
H -2.283 1.003 0.933
H -2.532 1.065 -0.881
H -2.154 -1.328 -0.724
H 3.363 -1.374 -1.308
Li -1.251 -2.301 1.333
Ir 2.223 -0.315 -0.800
```

## Properties
Net charge: +2
2S+1: 5
Orbital gap (spin up / spin down): 7.9 / 7.0 eV
ΔE to the lowest compared entry with this formula, charge and spin: 2.356 eV


# 2
The following is a quantum chemistry calculation of an isolated molecule of C3H7N5 in a non-equilibrium geometry, from the Open Molecules 2025 dataset.

```
15
C3H7N5 (ωB97M-V with the def2-TZVPD basis set)
C -1.983 -0.152 0.620
C 2.308 0.332 0.244
C 1.014 0.850 -0.090
H -3.051 -0.775 0.570
H -1.344 -0.426 1.661
H -2.026 0.867 0.800
H -1.691 -0.533 -1.562
H 1.396 -2.020 -0.843
H 3.158 1.013 0.230
H -0.516 1.913 -0.568
N -1.186 -0.657 -0.509
N 0.167 -0.170 -0.447
N 1.128 -1.300 -0.226
N 2.204 -0.935 0.354
N 0.423 1.992 -0.233
```

## Properties
Orbital gap: 8.6 eV
ΔE to the lowest compared entry with this formula, charge and spin: 6.624 eV
SMILES string: [H]/N=c1/cn[nH]n1NC